2 unconnected molecules or ions with the total composition C3H5N2. Source: OMol25; level of theory: ωB97M-V/def2-TZVPD.

Cartesian coordinates (Å):
H  2.44  -0.51  0.57
H  -1.35  0.62  0.41
H  1.20  2.03  -1.74
N  -0.51  -1.42  0.70
H  -1.20  -0.16  -0.95
C  0.75  -1.65  0.88
C  0.63  0.36  -0.10
H  -1.26  -2.11  0.85
C  -0.76  -0.15  0.00
N  1.45  -0.49  0.42

Its charge is +1. The lowest unoccupied orbital energy (alpha / beta) is -7.7 / -5.8 eV. As for the HOMO energy (alpha / beta): -0.5277 / -0.5414 Eh. As for the largest force on an atom: 2.30 eV/A. As for the frontier orbital gap (alpha / beta): 6.69 / 8.93 eV. The value obtained for the energy relative to the best compared isomer or geometry (same formula, charge and spin) is 767.11 kJ/mol.